Formula: C15H28N2O6S
Source: the Open Molecules 2025 dataset
Level of theory: ωB97M-V with the def2-TZVPD basis set

Each atom is followed by the atoms it is bonded to, with distances in Å.
Atoms and positions in Å:
1 H 2.334 3.271 0.606  O35 0.963
2 O -1.093 -1.896 -4.085  C28 1.197
3 C 3.106 0.777 -0.190  C4 1.522, H23 1.088, H31 1.091, H40 1.093
4 C 1.904 1.673 -0.455  C3 1.522, C19 1.531, O35 1.414, H52 1.095
5 C -0.276 3.352 1.154  C12 1.463, N43 1.148
6 C -0.116 -1.964 -1.916  H7 1.085, H22 1.087, H27 1.092, C28 1.506
7 H 0.137 -3.006 -2.087  C6 1.085
8 H -3.187 0.346 -1.248  C47 1.089
9 H -0.783 -6.049 -0.901  C46 1.090
10 H -2.459 -4.521 -2.569  O45 0.963
11 S -1.734 1.146 1.602  C12 1.851, H16 1.336
12 C -0.553 2.066 0.513  C5 1.463, S11 1.851, C19 1.546, C41 1.576
13 C -1.259 1.119 -1.812  H32 1.092, H37 1.091, C41 1.536, C47 1.521
14 H 3.059 3.086 5.775  C25 1.090
15 H -0.284 -6.383 -3.326  C36 1.090
16 H -1.141 1.491 2.748  S11 1.336
17 H 0.457 0.218 0.142  C19 1.092
18 H 0.215 3.085 -1.986  O34 0.962
19 C 0.744 1.229 0.439  C4 1.531, C12 1.546, H17 1.092, H50 1.095
20 O -2.288 -0.955 -2.488  C28 1.363, C47 1.425
21 H -1.852 -0.528 -0.502  C47 1.090
22 H -0.445 -1.853 -0.886  C6 1.087
23 H 3.905 1.007 -0.891  C3 1.088
24 H 1.961 3.119 3.533  C51 1.089
25 C 1.973 3.109 5.687  H14 1.090, H29 1.093, H48 1.090, C51 1.515
26 H -1.035 -7.836 -2.643  C36 1.091
27 H 0.771 -1.346 -2.071  C6 1.092
28 C -1.171 -1.602 -2.928  O2 1.197, C6 1.506, O20 1.363
29 H 1.554 2.528 6.511  C25 1.093
30 O 2.001 1.201 4.148  H44 0.962, C51 1.428
31 H 2.844 -0.279 -0.256  C3 1.091
32 H -1.590 1.485 -2.786  C13 1.092
33 H -2.483 -6.414 -1.192  C46 1.095
34 O -0.547 3.415 -1.500  H18 0.962, C41 1.413
35 O 2.236 3.042 -0.325  H1 0.963, C4 1.414
36 C -1.196 -6.785 -2.885  H15 1.090, H26 1.091, H39 1.092, C46 1.516
37 H -0.235 0.763 -1.930  C13 1.091
38 C -2.611 2.833 -0.693  C41 1.477, N42 1.146
39 H -1.986 -6.730 -3.637  C36 1.092
40 H 3.474 0.964 0.822  C3 1.093
41 C -1.231 2.343 -0.883  C12 1.576, C13 1.536, O34 1.413, C38 1.477
42 N -3.689 3.193 -0.544  C38 1.146
43 N 0.056 4.306 1.700  C5 1.148
44 H 1.647 0.649 4.851  O30 0.962
45 O -1.756 -4.612 -1.917  H10 0.963, C46 1.425
46 C -1.577 -5.999 -1.646  H9 1.090, H33 1.095, C36 1.516, O45 1.425
47 C -2.177 -0.026 -1.413  H8 1.089, C13 1.521, O20 1.425, H21 1.090
48 H 1.634 4.140 5.793  C25 1.090
49 H 0.450 2.579 4.256  C51 1.096
50 H 1.114 1.144 1.466  C19 1.095
51 C 1.541 2.537 4.352  H24 1.089, C25 1.515, O30 1.428, H49 1.096
52 H 1.634 1.568 -1.511  C4 1.095

Properties
**Gap between HOMO and LUMO**: 10.34 eV
**Net charge**: 0
**Structure (SMILES)**: CC(=O)OCC[C@@](O)(C#N)[C@](S)(C#N)C[C@H](C)O.CCO.CCO
**LUMO level**: 0.254 eV

Table of Mulliken atomic charges, one value per atom, all in e:
1. H 0.343
2. O -0.601
3. C -1.557
4. C 0.348
5. C -0.369
6. C -0.805
7. H 0.341
8. H 0.305
9. H 0.288
10. H 0.255
11. S -0.016
12. C 1.463
13. C -0.572
14. H 0.308
15. H 0.267
16. H 0.117
17. H -0.051
18. H 0.447
19. C -0.785
20. O -0.357
21. H 0.486
22. H 0.222
23. H 0.376
24. H 0.163
25. C -1.252
26. H 0.362
27. H 0.256
28. C 0.717
29. H 0.349
30. O -0.515
31. H 0.348
32. H 0.443
33. H 0.274
34. O -0.608
35. O -0.541
36. C -1.042
37. H 0.112
38. C -0.466
39. H 0.326
40. H 0.362
41. C 1.218
42. N -0.530
43. N -0.603
44. H 0.291
45. O -0.407
46. C -0.315
47. C -0.835
48. H 0.354
49. H 0.045
50. H 0.502
51. C 0.260
52. H 0.280